# C44H121N11O11

A cluster of 11 separate species, C44H121N11O11 in total in a non-equilibrium geometry (ωB97M-V/def2-TZVPD, the Open Molecules 2025 dataset).

Results
charge = +1
maximum force = 4.0 eV Å⁻¹
2S+1 = 2
highest occupied orbital energy (alpha / beta) = -10.5 / -10.5 eV
HOMO-LUMO gap (alpha / beta) = 8.53 / 3.04 eV

Geometry as XYZ:
```
187
Properties=species:S:1:pos:R:3:forces:R:3
C 5.1994 -0.5176 0.6991 -0.76 -0.49 0.00
C 5.3492 -2.0046 1.2050 0.54 0.63 0.86
C 6.4543 -2.1677 2.3313 0.45 -0.89 -1.71
O 7.7659 -1.8609 1.9299 0.70 1.06 -0.36
C 8.2833 -2.5108 0.7647 -0.12 0.14 0.84
N 4.1262 -2.6776 1.7023 -0.02 1.24 -0.34
H 4.9098 0.2453 1.4218 0.26 -0.34 0.75
H 4.3872 -0.4104 -0.0199 -0.06 -0.46 -0.21
H 6.0643 -0.0948 0.1879 0.34 -0.49 0.21
H 5.5913 -2.6435 0.3558 0.60 0.35 -0.16
H 6.5244 -3.2264 2.5811 -0.70 -0.46 0.18
H 6.2854 -1.6402 3.2701 -0.35 0.37 -0.25
H 7.7180 -3.4222 0.5703 0.05 -0.07 -0.28
H 9.3226 -2.7720 0.9641 -0.05 -0.09 0.15
H 8.3068 -1.8368 -0.0915 -0.40 -0.03 -0.13
H 4.3717 -3.6507 1.8160 -0.15 -0.18 0.15
H 3.9488 -2.3045 2.6240 -0.31 -0.14 0.33
C 2.2738 5.9989 -2.3921 -0.58 -2.55 0.52
C 1.0883 4.8889 -2.4479 1.38 1.18 -0.20
C 1.2817 3.7580 -1.4496 1.49 -0.10 0.57
O 2.5395 3.0804 -1.5825 0.75 -1.10 -0.68
C 2.5150 1.8715 -2.4076 -1.82 1.09 0.11
N -0.1943 5.4819 -2.1849 0.38 0.37 0.67
H 2.4790 6.3841 -1.3933 -0.79 0.56 0.03
H 2.1648 6.7386 -3.1853 -0.01 0.04 0.30
H 3.1773 5.4045 -2.5280 0.19 0.08 -0.69
H 1.1514 4.5356 -3.4771 0.05 -0.54 -0.23
H 0.5209 2.9880 -1.3210 -0.57 0.25 -0.69
H 1.3612 4.2440 -0.4772 -0.10 0.20 0.20
H 3.4870 1.4595 -2.6791 0.11 0.56 0.44
H 1.9378 2.0899 -3.3061 0.36 0.21 -0.52
H 1.8540 1.1307 -1.9577 0.42 -0.28 0.50
H -0.3516 6.1571 -2.9194 -0.66 -0.03 0.10
H -0.8819 4.7427 -2.1547 -0.42 0.29 -0.54
C -2.9027 2.0988 -5.3099 -2.82 -0.82 0.58
C -2.0297 3.2209 -5.0339 3.13 -0.85 -1.21
C -1.9576 4.1752 -6.1854 0.46 0.38 0.14
O -1.3347 3.5531 -7.2757 0.32 -1.29 1.38
C -1.3651 4.2743 -8.4368 -0.94 1.38 -0.52
N -2.2230 3.9177 -3.7938 -1.03 -0.15 -0.18
H -3.9237 2.4806 -5.3089 -0.46 0.24 -0.04
H -2.9301 1.4336 -4.4468 0.34 -0.62 -0.31
H -2.8360 1.6182 -6.2859 0.74 -0.16 0.28
H -1.0273 2.7965 -4.9778 0.52 -0.06 -0.16
H -1.3539 4.9941 -5.7943 0.49 0.55 -0.43
H -2.9335 4.6155 -6.3898 -0.42 -0.16 -0.49
H -2.4148 4.3745 -8.7129 -0.20 -0.09 -0.77
H -0.7657 3.8216 -9.2266 -0.11 -0.01 0.26
H -1.0663 5.3031 -8.2356 0.56 0.24 -0.26
H -3.2052 3.7612 -3.6177 -0.49 0.55 0.61
H -2.1228 4.8606 -4.1417 -0.28 0.73 1.08
C -0.6498 -1.7714 -6.3593 0.27 -1.04 -0.97
C 0.5847 -0.8105 -6.3854 -1.78 -2.66 1.28
C 0.2301 0.3455 -7.2539 2.23 1.35 -0.06
O -0.0196 -0.0909 -8.5567 -1.43 0.59 -0.76
C -0.4458 0.9588 -9.4268 -0.10 -1.28 -1.53
N 0.7788 -0.4979 -4.9677 0.27 1.26 0.10
H -1.5389 -1.3415 -5.8980 0.17 0.27 0.08
H -0.4678 -2.7471 -5.9088 0.49 0.31 0.80
H -0.9392 -2.1905 -7.3230 -0.02 0.87 -0.58
H 1.4658 -1.3861 -6.6691 -0.06 0.16 -1.02
H 1.1045 0.9712 -7.4324 0.58 0.45 0.78
H -0.4560 1.0295 -6.7543 -0.88 -0.34 -0.28
H 0.1946 1.8266 -9.5844 0.32 0.17 1.09
H -1.4981 1.2324 -9.3498 0.01 0.24 0.79
H -0.4026 0.5303 -10.4281 -0.01 -0.40 -0.07
H 0.9687 -1.3403 -4.4439 -0.12 -0.30 -0.03
H 1.6556 -0.0037 -4.8830 0.20 0.47 0.13
C 3.5505 5.3126 2.0784 0.73 -1.55 0.74
C 4.0083 3.8590 1.8614 -0.42 0.57 -2.33
C 2.8341 2.8105 1.8183 -0.01 0.93 0.29
O 2.0557 2.5884 3.0464 1.25 0.28 -1.21
C 2.9018 2.0061 3.9857 0.10 -0.25 2.20
N 4.6489 3.8242 0.5173 0.23 -0.49 -0.76
H 4.5180 5.8139 2.0514 -0.35 0.70 0.12
H 3.1625 5.2902 3.0967 -0.41 0.90 -0.07
H 2.8896 5.6719 1.2895 -0.19 -0.02 0.31
H 4.8853 3.7479 2.4991 -0.69 -0.93 0.79
H 3.1410 1.8572 1.3881 0.45 -0.25 0.41
H 2.1117 3.1739 1.0874 0.00 0.35 0.13
H 3.4226 1.1120 3.6432 0.34 0.22 -0.37
H 2.3792 1.6877 4.8877 -0.95 -0.28 -0.28
H 3.5385 2.7326 4.4906 0.76 0.15 -0.77
H 4.6876 4.7115 0.0364 0.16 0.66 0.69
H 4.1764 3.3217 -0.2205 -0.53 -0.82 0.38
C 0.8961 -1.0678 2.0540 0.13 1.25 -0.31
C 0.6760 0.1409 1.1419 -1.31 -1.58 -1.93
C -0.0652 -0.2760 -0.1628 0.06 -1.36 1.16
O -0.2831 0.7886 -1.0357 1.44 0.59 2.06
C -1.1817 0.5038 -1.9981 -2.83 -0.02 -2.07
N -0.0118 1.2879 1.8138 1.11 -1.38 -1.40
H 1.7118 -0.8102 2.7295 -0.05 -0.17 0.29
H 1.2272 -1.9317 1.4777 -0.26 -0.11 0.14
H -0.0236 -1.2042 2.6230 0.09 -0.53 0.01
H 1.5824 0.3584 0.5770 0.90 1.12 1.11
H -0.9623 -0.8523 0.0632 -0.74 0.31 0.03
H 0.5800 -1.0292 -0.6150 0.26 -0.04 -0.36
H -1.4400 1.3998 -2.5625 0.75 0.15 -0.31
H -2.1746 0.2689 -1.6146 -0.26 -0.39 0.72
H -0.9587 -0.3226 -2.6730 0.66 0.08 -0.10
H 0.7743 1.6245 2.3513 -0.13 0.97 1.02
H -0.0189 1.8735 0.9909 -0.71 1.12 0.01
C -2.0857 2.7786 4.4233 1.40 0.03 -1.77
C -2.4950 1.2877 4.3781 -1.05 -1.13 1.74
C -3.8798 1.2691 5.0612 -1.96 -0.28 -0.26
O -3.9953 1.6358 6.4004 1.85 0.26 0.49
C -5.3299 1.7168 6.9148 0.96 -0.12 0.13
N -2.5175 0.9004 2.9950 -1.21 2.45 1.63
H -2.0906 3.3114 5.3742 -0.27 -0.67 0.12
H -2.7106 3.2719 3.6788 -0.26 0.40 0.31
H -1.1042 2.7690 3.9492 0.35 0.55 0.42
H -1.8579 0.5381 4.8476 0.44 0.65 0.40
H -4.2867 0.2618 4.9721 -0.16 -0.25 -0.37
H -4.5109 1.9862 4.5363 -0.24 -0.16 -0.81
H -5.7573 2.7018 6.7271 -0.32 -0.18 -0.55
H -5.2173 1.6653 7.9978 -0.05 -0.29 -0.09
H -5.8771 0.8529 6.5375 -0.51 0.28 0.09
H -3.0329 1.5738 2.4464 -1.46 -0.17 -0.43
H -1.6010 1.0438 2.5955 2.90 -1.52 -1.33
C 1.5655 -6.9077 7.4048 -1.90 -2.28 -2.70
C 2.6733 -5.9781 7.4189 1.18 0.73 0.79
C 2.3640 -4.6171 6.8776 -0.56 1.64 -1.02
O 2.0447 -4.6064 5.4459 -1.01 -0.16 1.69
C 2.3457 -3.3748 4.7825 1.51 -1.68 0.53
N 3.0855 -5.9102 8.7881 1.00 1.02 1.84
H 0.5741 -6.6753 7.7937 0.23 0.98 0.22
H 1.7680 -7.8813 7.8511 0.53 0.00 -0.03
H 1.4424 -7.0831 6.3361 -0.74 -0.61 -0.24
H 3.5553 -6.3245 6.8803 -0.25 -0.50 -0.47
H 3.1462 -3.8796 7.0575 0.82 -0.36 -0.12
H 1.5702 -4.1561 7.4653 -0.76 -0.18 -0.13
H 1.9415 -2.4297 5.1453 -0.71 -0.26 0.18
H 2.1536 -3.6022 3.7340 -0.12 0.51 0.01
H 3.4184 -3.3617 4.9751 0.48 0.94 -0.67
H 2.7627 -6.7400 9.2648 0.25 -0.08 0.07
H 2.6416 -5.1557 9.2918 -0.01 0.34 0.03
C -0.7944 -3.4302 -3.3349 1.31 0.55 0.44
C 0.4917 -4.1414 -2.9301 0.62 0.98 -0.31
C 1.4585 -3.4014 -1.9729 0.06 -0.20 -0.82
O 1.9675 -2.2173 -2.5953 -0.73 0.00 0.30
C 3.1191 -1.7132 -1.9577 0.68 -0.39 -0.16
N 0.1458 -5.4156 -2.3659 -0.15 -0.54 0.28
H -1.3351 -3.2274 -2.4105 -0.60 -0.12 -0.29
H -1.2874 -4.0491 -4.0846 -0.48 0.04 0.34
H -0.5350 -2.4943 -3.8298 -0.28 0.02 0.24
H 1.0479 -4.3379 -3.8467 0.40 0.46 -0.31
H 2.2808 -4.0875 -1.7703 0.32 -0.18 -0.10
H 1.0461 -3.2049 -0.9833 -0.49 0.28 0.05
H 3.1152 -1.8512 -0.8765 -0.31 0.03 0.17
H 3.3133 -0.6668 -2.1930 -0.56 -0.03 -0.05
H 3.9955 -2.2420 -2.3324 0.24 -0.27 0.02
H -0.4962 -5.7881 -3.0509 -0.36 -0.57 0.23
H 0.9671 -5.9975 -2.4489 0.11 -0.40 0.30
C -3.0325 -3.8525 8.8644 0.34 1.09 -0.31
C -2.8250 -4.1709 7.3741 1.28 1.03 0.95
C -1.3376 -3.8982 6.8830 -0.61 -1.75 -0.67
O -0.9486 -2.5950 6.5094 -0.18 0.93 0.42
C -1.2655 -2.1822 5.1860 -0.53 0.14 0.72
N -3.3159 -5.5445 7.3501 0.54 -0.02 -1.12
H -4.0752 -4.1078 9.0529 0.11 0.16 0.48
H -2.8144 -2.8274 9.1641 -0.31 0.23 -0.28
H -2.3483 -4.4280 9.4880 -0.12 -0.44 -0.08
H -3.3796 -3.4531 6.7696 -0.79 -0.34 -0.11
H -1.1120 -4.4663 5.9805 -0.44 -0.75 -0.15
H -0.6731 -4.3477 7.6208 0.35 0.67 0.28
H -2.2762 -1.7842 5.0962 -0.62 -0.33 0.24
H -1.1766 -2.9815 4.4503 0.39 -0.06 -0.05
H -0.6834 -1.2924 4.9460 0.73 -0.40 0.01
H -2.7985 -6.1329 6.7128 -0.06 -0.10 -0.32
H -3.1978 -5.9460 8.2693 -0.01 -0.12 -0.03
C -8.7152 2.5001 -5.2250 -1.27 -1.72 0.11
C -7.2904 2.4836 -4.6997 -1.36 0.12 -0.44
C -6.4872 1.1624 -4.8695 0.46 0.35 0.98
O -5.8778 0.8541 -3.5645 -1.50 0.62 -2.22
C -5.2304 -0.3747 -3.4922 0.78 0.02 1.38
N -6.6095 3.5833 -5.3319 1.91 0.46 0.08
H -9.3352 3.3219 -4.8667 0.59 0.60 -0.24
H -9.2874 1.6738 -4.8032 0.03 -0.53 -0.01
H -8.8047 2.3898 -6.3057 0.14 0.24 -0.09
H -7.4733 2.6898 -3.6451 0.92 -0.15 0.27
H -5.7142 1.2820 -5.6286 0.48 0.46 0.14
H -7.0033 0.3002 -5.2918 -0.84 -0.07 0.63
H -4.3884 -0.4934 -4.1743 0.10 0.16 -0.22
H -5.8135 -1.2956 -3.5027 -0.69 0.18 -0.43
H -4.8720 -0.2850 -2.4667 0.65 -0.64 0.03
H -6.4038 3.3717 -6.2979 -0.09 0.08 -0.09
H -7.0613 4.4854 -5.2844 -0.27 -0.23 0.12
```
Forces are in eV/Å.

Löwdin atomic charge list, values in e, 8 entries: -0.03, -0.37, -0.20, -0.20, -0.09, 0.04, 0.05, 0.03